Entry 1:
C35H34CdN8O4S as an isolated structure, computed with the ωB97M-V functional and the def2-TZVPD basis.

Results
- Energy above the lowest of the compared OMol25 structures with the same formula, charge and spin: 5.8 kcal per mole

Positions of all 83 atoms, in Å:
1 Cd 0.088 -0.784 0.780
2 S -2.083 1.134 -0.398
3 O 1.343 6.054 1.601
4 O 1.727 5.785 -0.616
5 O -3.453 0.672 -0.329
6 O -1.489 1.560 0.857
7 N -1.753 -0.703 2.332
8 N -1.094 0.007 -0.965
9 N 2.583 -0.486 -0.996
10 N 1.503 1.102 1.015
11 N 1.446 0.119 3.669
12 N -0.730 -3.227 1.522
13 N 0.063 -2.406 -1.305
14 N 1.861 -2.079 1.538
15 C -0.282 1.374 5.448
16 C -0.882 2.794 -2.211
17 C 0.699 -3.539 -1.467
18 C -1.826 4.903 -2.866
19 C -0.689 -1.921 -2.328
20 C -0.018 1.930 4.209
21 C 1.285 3.292 1.960
22 C 1.591 3.881 0.747
23 C -1.387 -0.680 -2.128
24 C -2.250 -0.269 -3.119
25 C 0.668 -4.291 -2.655
26 C 2.378 1.282 -2.577
27 C -0.820 -2.624 -3.547
28 C -2.972 4.626 -2.134
29 C 2.277 0.781 -1.277
30 C 1.598 5.422 0.566
31 C 1.871 1.672 -0.147
32 C -0.786 3.986 -2.911
33 C 0.865 1.279 3.347
34 C 0.347 0.188 5.798
35 C 0.319 -4.039 2.116
36 C 3.013 -1.268 -1.983
37 C 1.192 -0.396 4.870
38 C -0.095 -3.828 -3.687
39 C 2.807 0.453 -3.594
40 C -1.674 -2.130 -4.559
41 C 1.911 3.046 -0.308
42 C -2.021 2.539 -1.465
43 C -1.970 -1.891 3.154
44 C 1.732 -3.377 2.197
45 C -2.383 -0.989 -4.322
46 C 3.145 -0.858 -3.296
47 C -1.981 -3.122 2.260
48 C 1.232 1.910 2.050
49 C -3.076 3.439 -1.424
50 H -1.632 0.141 2.882
51 H -0.963 1.864 6.131
52 H -2.900 -1.838 3.730
53 H -1.737 5.842 -3.393
54 H -1.767 -2.673 -5.491
55 H 1.105 3.943 2.804
56 H 1.697 -1.328 5.105
57 H 1.225 -5.215 -2.728
58 H 2.118 2.307 -2.794
59 H 1.279 -3.897 -0.620
60 H 0.408 -4.993 1.589
61 H 0.014 -4.286 3.136
62 H -3.781 5.343 -2.104
63 H 2.193 3.533 -1.231
64 H 3.264 -2.289 -1.711
65 H -0.489 2.853 3.902
66 H -2.176 -4.014 2.867
67 H 0.187 -0.276 6.761
68 H 2.209 -1.365 2.174
69 H 2.461 -2.070 0.723
70 H -2.557 -0.521 1.734
71 H 0.109 4.212 -3.475
72 H -2.836 0.630 -2.994
73 H -1.146 -1.969 3.866
74 H -2.800 -3.038 1.542
75 H -0.168 -4.379 -4.617
76 H -3.955 3.212 -0.838
77 H 1.992 -3.252 3.249
78 H -0.888 -3.467 0.555
79 H -0.086 2.065 -2.231
80 H 3.503 -1.542 -4.052
81 H 2.466 -4.075 1.787
82 H -3.061 -0.608 -5.075
83 H 2.882 0.829 -4.606

The molecule's Mulliken atomic charges, reported in e, are given here:
1 Cd 5.5493
2 S 0.6501
3 O -0.7413
4 O -0.7124
5 O -0.7432
6 O -0.5517
7 N -0.5701
8 N 0.3608
9 N -0.1840
10 N -0.7723
11 N -0.2410
12 N -0.0341
13 N 0.4795
14 N -0.8919
15 C -0.5843
16 C 0.4467
17 C -0.2203
18 C -0.6365
19 C -0.7798
20 C -0.8419
21 C -0.8433
22 C -0.5784
23 C -0.1415
24 C -0.6424
25 C -1.1901
26 C -0.1014
27 C 1.1868
28 C -0.6681
29 C 0.2986
30 C 0.5199
31 C 0.5366
32 C -0.5377
33 C 0.7898
34 C -0.5657
35 C -0.8232
36 C -0.3586
37 C -0.3577
38 C -1.0306
39 C -0.9242
40 C -0.9666
41 C -0.5212
42 C -0.2377
43 C -0.5521
44 C -0.9584
45 C -1.0410
46 C -0.6414
47 C -1.1444
48 C 0.1539
49 C -0.7012
50 H 0.0637
51 H 0.4374
52 H 0.4886
53 H 0.3940
54 H 0.4308
55 H 0.7361
56 H 0.3933
57 H 0.4586
58 H 0.2805
59 H 0.2844
60 H 0.4306
61 H 0.4122
62 H 0.4195
63 H 0.5544
64 H 0.4480
65 H 0.5397
66 H 0.4552
67 H 0.4203
68 H 0.3422
69 H 0.1696
70 H 0.1239
71 H 0.4078
72 H 0.6666
73 H 0.2306
74 H 0.4600
75 H 0.4442
76 H 0.4673
77 H 0.3811
78 H 0.1298
79 H -0.0602
80 H 0.4574
81 H 0.3092
82 H 0.4205
83 H 0.4625



Entry 2:
C35H34Cl2N7PdS as an isolated structure at a distorted geometry, computed with the ωB97M-V functional and the def2-TZVPD basis.

Results
- Net charge: +3
- Energy above the lowest of the compared OMol25 structures with the same formula, charge and spin: 0.0 kcal per mole
- Spin multiplicity: 5

Positions of all 80 atoms, in Å:
1 Pd 1.311 -0.057 -0.273
2 Cl 2.768 1.666 -1.736
3 Cl 1.307 -0.585 -2.856
4 S 7.167 -4.062 2.282
5 N 3.344 -1.163 -0.039
6 N 1.467 0.699 1.835
7 N -2.146 -0.541 0.118
8 N 7.483 -4.098 -0.305
9 N -2.967 1.380 -0.798
10 N -0.651 1.134 -0.677
11 N 1.607 3.380 6.478
12 C 1.556 2.064 4.245
13 C -0.330 4.500 -3.163
14 C 0.033 4.589 -1.823
15 C -0.059 3.502 -0.964
16 C -0.951 2.211 -2.842
17 C 2.626 2.131 3.359
18 C 3.654 -1.592 1.196
19 C 0.583 -2.933 0.364
20 C 2.283 0.864 -3.248
21 C -0.827 3.303 -3.675
22 C 6.766 -3.670 0.720
23 C 0.338 3.630 0.484
24 C -6.544 1.347 0.001
25 C 1.588 2.788 5.490
26 C -4.705 -0.253 -1.441
27 C -5.227 1.725 -0.065
28 C -2.178 -2.696 1.019
29 C 0.451 0.627 2.699
30 C -1.409 -1.617 0.428
31 C 2.537 1.435 2.170
32 C -3.778 -1.073 -2.310
33 C 4.124 -1.583 -1.035
34 C -6.954 0.172 -0.634
35 C -0.149 -4.001 0.900
36 C -0.557 2.294 -1.491
37 C 0.001 -1.705 0.149
38 C 0.452 1.287 3.910
39 C -6.046 -0.602 -1.345
40 C -4.302 0.924 -0.759
41 C 5.226 -2.397 -0.847
42 C 4.736 -2.401 1.469
43 C -3.646 -2.545 1.327
44 C -1.523 -3.864 1.236
45 C -1.851 0.671 -0.492
46 C 5.563 -2.818 0.435
47 H -3.347 -1.922 -1.768
48 H -7.996 -0.123 -0.594
49 H -0.390 0.011 2.410
50 H -0.236 5.367 -3.808
51 H 3.003 -1.276 1.997
52 H -1.124 3.231 -4.715
53 H 1.346 3.240 0.641
54 H -4.245 -2.432 0.415
55 H -1.333 1.269 -3.224
56 H -6.395 -1.482 -1.876
57 H 5.799 -2.680 -1.720
58 H 8.305 -4.659 -0.136
59 H -3.138 -0.649 0.318
60 H 0.345 -4.949 1.094
61 H -2.062 -4.704 1.657
62 H 1.630 -3.086 0.145
63 H -4.017 -3.429 1.840
64 H -0.335 3.083 1.145
65 H 4.935 -2.711 2.488
66 H 3.874 -1.249 -2.034
67 H 3.353 1.464 1.458
68 H 3.506 2.718 3.591
69 H 0.392 5.535 -1.428
70 H -4.888 2.634 0.426
71 H 7.249 -3.910 -1.265
72 H -4.330 -1.490 -3.151
73 H -2.812 2.367 -0.979
74 H 0.343 4.676 0.789
75 H 1.676 1.546 -3.824
76 H -7.258 1.953 0.547
77 H -0.387 1.200 4.588
78 H -3.843 -1.689 1.980
79 H -2.958 -0.478 -2.715
80 H 3.169 0.562 -3.787

The molecule's Mulliken atomic charges, reported in e, are given here:
1 Pd -0.3749
2 Cl -0.0532
3 Cl -0.0552
4 S 0.0914
5 N 0.7265
6 N 1.1698
7 N 0.5566
8 N -0.2349
9 N 0.4632
10 N 1.9130
11 N -0.3398
12 C 0.4863
13 C -0.8499
14 C -0.9537
15 C 1.3982
16 C 0.1677
17 C -0.6993
18 C -0.9724
19 C -0.3537
20 C -0.4783
21 C -0.9231
22 C 0.5631
23 C -0.9478
24 C -0.6478
25 C -0.4136
26 C 1.2775
27 C -0.9505
28 C 0.8589
29 C -0.5815
30 C 1.0342
31 C -0.7138
32 C -0.8998
33 C -0.7950
34 C -0.7773
35 C -1.0144
36 C -1.5259
37 C -0.1550
38 C -0.7275
39 C -0.7221
40 C 0.2728
41 C -0.9265
42 C -0.7549
43 C -1.3957
44 C -1.0045
45 C -1.0096
46 C 1.7166
47 H 0.2081
48 H 0.4376
49 H 0.4081
50 H 0.4612
51 H 0.5957
52 H 0.4715
53 H 0.0235
54 H 0.2777
55 H 0.3738
56 H 0.4868
57 H 0.3313
58 H 0.2351
59 H -0.3044
60 H 0.4584
61 H 0.4846
62 H 0.6341
63 H 0.4549
64 H 0.2672
65 H 0.2908
66 H 0.1861
67 H 0.5037
68 H 0.5527
69 H 0.4911
70 H 0.4592
71 H 0.1588
72 H 0.5719
73 H 0.3152
74 H 0.4945
75 H 0.3916
76 H 0.4345
77 H 0.5686
78 H 0.4348
79 H -0.0960
80 H 0.4932



Entry 3:
C35H34ClCoNOSi2 as an isolated structure at a distorted geometry, computed with the ωB97M-V functional and the def2-TZVPD basis.

Results
- Energy above the lowest of the compared OMol25 structures with the same formula, charge and spin: 0.0 kcal per mole
- Spin multiplicity: 4

Positions of all 75 atoms, in Å:
1 Co -0.413 -0.696 2.821
2 Cl 2.805 -0.545 1.425
3 Si 1.226 0.780 0.609
4 Si -0.078 -1.216 -2.219
5 O 0.899 2.832 2.900
6 N 0.939 -0.014 4.110
7 C 0.047 2.227 0.056
8 C -2.131 -1.215 1.974
9 C 1.088 -4.290 -5.550
10 C -0.137 -2.333 -4.806
11 C -1.484 4.374 -0.876
12 C -2.076 3.384 -0.090
13 C 1.813 -4.277 -4.352
14 C -1.545 0.973 -3.406
15 C -0.275 0.428 -3.209
16 C 0.931 -1.981 -0.607
17 C 1.994 1.551 5.588
18 C 2.847 0.565 6.067
19 C 1.730 -1.002 4.617
20 C -1.819 -0.825 4.221
21 C -1.684 2.234 -4.002
22 C 0.347 -0.652 -0.381
23 C -1.639 -1.860 -1.305
24 C 0.128 -3.297 -5.783
25 C -0.121 4.294 -1.185
26 C 1.531 -3.330 -3.366
27 C 0.207 2.343 4.056
28 C -1.066 -0.664 -0.698
29 C 0.636 3.212 -0.731
30 C -0.556 2.973 -4.361
31 C 0.846 1.115 -3.667
32 C 1.044 1.231 4.620
33 C 0.147 -3.161 -0.416
34 C -1.438 -2.346 2.515
35 C -1.161 -3.125 -0.826
36 C -1.295 2.337 0.416
37 C 0.703 2.387 -4.235
38 C -1.243 -2.102 3.909
39 C 2.705 -0.733 5.575
40 C 0.531 -2.376 -3.577
41 C -2.330 -0.260 3.013
42 H -0.423 -3.279 -6.723
43 H 2.018 -2.056 -0.622
44 H -2.843 0.692 2.909
45 H 0.158 3.149 4.806
46 H -2.554 -1.133 0.986
47 H -3.143 3.409 0.136
48 H -2.676 2.654 -4.157
49 H 0.606 -4.057 0.012
50 H 2.166 1.801 1.087
51 H 1.585 2.942 -4.552
52 H 1.266 -5.073 -6.288
53 H 2.089 -3.363 -2.430
54 H 0.350 5.051 -1.812
55 H -2.083 5.202 -1.261
56 H -0.876 -1.550 -4.993
57 H 2.586 -5.018 -4.166
58 H -0.658 4.002 -4.711
59 H 0.448 3.633 2.583
60 H 1.578 -2.010 4.217
61 H -2.450 0.438 -3.102
62 H -1.890 -0.365 5.203
63 H 2.008 2.585 5.933
64 H 3.602 0.804 6.813
65 H -1.822 -3.985 -0.787
66 H 3.326 -1.558 5.922
67 H -1.756 1.571 1.044
68 H -1.129 -3.235 1.972
69 H -1.647 0.251 -0.652
70 H -2.613 -1.794 -1.786
71 H -0.815 2.005 3.796
72 H -0.786 -2.791 4.615
73 H 1.692 3.106 -0.987
74 H 1.839 0.669 -3.578
75 H 0.191 0.364 1.735

The molecule's Mulliken atomic charges, reported in e, are given here:
1 Co -0.6600
2 Cl -0.4693
3 Si 0.7339
4 Si -0.3080
5 O -0.4496
6 N 0.4217
7 C 0.7428
8 C -0.3148
9 C -0.5530
10 C -0.6340
11 C -0.6678
12 C -0.7114
13 C -0.6674
14 C -0.0027
15 C 0.2579
16 C -1.0439
17 C -0.7949
18 C -0.3937
19 C -0.3179
20 C -0.3710
21 C -0.5898
22 C 1.0059
23 C -0.0122
24 C -0.6268
25 C -0.6649
26 C -0.2486
27 C -0.7667
28 C -0.9503
29 C -0.7270
30 C -0.4979
31 C -0.3971
32 C 0.7209
33 C -0.8515
34 C -0.7621
35 C -0.6250
36 C 0.0959
37 C -0.7266
38 C -0.9128
39 C -0.7986
40 C 0.6796
41 C -0.8099
42 H 0.3901
43 H 1.0333
44 H 0.5160
45 H 0.5841
46 H 1.1789
47 H 0.4204
48 H 0.4006
49 H 0.3280
50 H -0.4085
51 H 0.3976
52 H 0.3681
53 H 0.2863
54 H 0.4228
55 H 0.3468
56 H 0.3173
57 H 0.4072
58 H 0.4015
59 H 0.2843
60 H 0.3663
61 H 0.2484
62 H 0.4902
63 H 0.4057
64 H 0.3948
65 H 0.3382
66 H 0.3882
67 H 0.0538
68 H 0.3951
69 H 1.0066
70 H 0.5377
71 H 0.0434
72 H 0.6405
73 H 0.3963
74 H 0.3839
75 H 0.9046